No. 1
{"formula": "C16H19NO2", "method": "ωB97M-V/def2-TZVPD", "symbols": ["C", "C", "O", "C", "C", "C", "C", "O", "N", "C", "C", "C", "C", "C", "C", "C", "C", "C", "C", "H", "H", "H", "H", "H", "H", "H", "H", "H", "H", "H", "H", "H", "H", "H", "H", "H", "H", "H"], "xyz": [[-3.18408, -2.51384, -0.51767], [-3.61210, -1.13378, -0.18630], [-4.89773, -0.78919, -0.37899], [-5.03467, 0.49886, -0.01124], [-3.85145, 1.00365, 0.41551], [-2.90418, -0.06077, 0.30578], [-1.46557, -0.06695, 0.63446], [-0.78114, -1.07521, 0.59772], [-0.96421, 1.14058, 0.98575], [0.43209, 1.36504, 1.27165], [1.03579, 2.39599, 0.31530], [1.08082, 1.91105, -1.13732], [2.40034, 1.21868, -1.50431], [2.63798, -0.03187, -0.70610], [3.56966, -0.05613, 0.32342], [3.76099, -1.20213, 1.07544], [3.02137, -2.34000, 0.80510], [2.09733, -2.32945, -0.22582], [1.91055, -1.18470, -0.97695], [-3.77210, -3.23576, 0.04712], [-2.13288, -2.62055, -0.26710], [-3.33440, -2.71283, -1.57824], [-6.01056, 0.93307, -0.09946], [-3.69037, 2.00131, 0.77127], [-1.56435, 1.94843, 0.97072], [0.53951, 1.71667, 2.30508], [0.93137, 0.39995, 1.17324], [0.43784, 3.31005, 0.37699], [2.04274, 2.63981, 0.65599], [0.25190, 1.22219, -1.31064], [0.94964, 2.76385, -1.80780], [3.22434, 1.91889, -1.34820], [2.37008, 0.96683, -2.56772], [4.15118, 0.82983, 0.54009], [4.48798, -1.20482, 1.87524], [3.16579, -3.23281, 1.39568], [1.51540, -3.21260, -0.44041], [1.18509, -1.18133, -1.77727]], "mulliken_charge": [-1.304, 0.018, -0.366, -0.622, -0.686, 1.335, 0.482, -0.672, -0.032, -0.583, -0.765, -0.442, -1.382, 0.263, -0.182, -0.612, -0.477, -0.578, 0.174, 0.328, 0.254, 0.314, 0.441, 0.387, 0.186, 0.308, 0.154, 0.460, 0.358, 0.279, 0.318, 0.418, 0.392, 0.341, 0.387, 0.381, 0.372, 0.352], "max_force_ha_per_bohr": 0.0213, "relative_energy_kj_mol": 49.81, "energy_ev": -22485.7862, "smiles": "Cc1occc1C(=O)NCCCCc1ccccc1"}

No. 2
{"formula": "C12H10BaBrCl3O2", "method": "ωB97M-V/def2-TZVPD", "symbols": ["C", "C", "C", "H", "C", "C", "H", "H", "H", "H", "Ba", "Br", "C", "C", "C", "H", "C", "C", "H", "H", "H", "H", "Cl", "C", "Cl", "Cl", "C", "O", "O"], "xyz": [[-1.25992, -1.04554, -2.57210], [-1.37895, -2.09168, -1.58419], [-2.26591, -1.62223, -0.56137], [-0.92136, -3.09259, -1.63361], [-2.64442, -0.28597, -0.88710], [-2.02610, 0.05721, -2.12834], [-2.14498, 1.01832, -2.69621], [-0.70911, -1.12331, -3.53793], [-2.60723, -2.21315, 0.30664], [-3.37730, 0.32990, -0.31516], [0.17023, -0.39274, 0.53830], [1.48267, -3.18798, 1.37272], [2.62009, 1.21224, -0.45212], [1.74006, 1.95645, -1.31147], [1.48377, 1.16563, -2.47974], [1.46548, 3.02076, -1.18185], [2.16431, -0.08081, -2.34892], [2.86950, -0.05761, -1.08226], [3.53102, -0.85317, -0.70091], [3.13972, 1.60372, 0.43528], [0.87944, 1.47173, -3.36620], [2.17461, -0.89862, -3.09538], [-0.76977, -0.73957, 5.65541], [-0.60860, 0.83944, 4.82095], [-1.94958, 2.01239, 5.04005], [0.97320, 1.58655, 5.25088], [-0.71241, 0.51581, 3.21830], [-1.61844, -0.15386, 2.65613], [0.29993, 1.04863, 2.64023]], "mulliken_charge": [-0.087, -0.578, -0.847, 0.281, -0.449, -0.246, 0.261, 0.344, 0.335, 0.279, 1.261, -0.890, -0.830, -0.450, -0.190, 0.277, -0.224, -0.641, 0.328, 0.356, 0.325, 0.321, -0.153, 0.469, -0.167, -0.147, 0.613, -0.720, -0.833], "max_force_ha_per_bohr": 0.0519, "relative_energy_kj_mol": 0.00, "total_charge": -2, "energy_ev": -125008.3524}

No. 3
{"formula": "C7H17N5S", "method": "ωB97M-V/def2-TZVPD", "symbols": ["C", "C", "C", "C", "C", "C", "C", "N", "N", "N", "N", "N", "S", "H", "H", "H", "H", "H", "H", "H", "H", "H", "H", "H", "H", "H", "H", "H", "H", "H"], "xyz": [[1.05532, 1.74193, 2.09320], [0.25669, -0.09461, 3.42829], [0.50462, -0.37241, 1.03098], [-1.56124, -0.37736, -3.91914], [-1.84670, -0.58370, -1.44738], [1.91143, -1.94055, -0.88246], [-1.85768, 0.13832, -2.56268], [0.70184, 1.06090, 1.00750], [0.88498, 1.12154, 3.30456], [-0.06403, -0.73425, 2.30865], [1.52462, 2.97209, 2.04527], [-0.04220, -0.55370, 4.62567], [2.12512, -1.26129, 0.77829], [-2.44417, -0.25731, -4.54453], [-1.27912, -1.42433, -3.91099], [-0.77723, 0.21280, -4.38854], [-0.18299, -0.65106, 0.21687], [-1.64043, -1.64378, -1.46706], [-2.15950, -0.15972, -0.50472], [1.78456, -1.14409, -1.60605], [1.07766, -2.63689, -0.89322], [2.83321, -2.47718, -1.09011], [-2.12494, 1.18553, -2.51478], [0.81842, 1.48007, 0.09296], [1.16592, 1.60744, 4.14910], [-0.49573, -1.64988, 2.36711], [1.68262, 3.44336, 1.16364], [1.75762, 3.49717, 2.87765], [0.16161, -0.04420, 5.47558], [-0.49097, -1.45295, 4.74821]], "mulliken_charge": [0.602, 0.573, 0.109, -1.174, -0.982, -0.788, 0.224, -0.065, -0.158, -0.102, -0.305, -0.311, 0.027, 0.348, 0.326, 0.311, -0.342, 0.275, 0.354, 0.288, 0.276, 0.397, 0.359, 0.283, 0.257, 0.302, 0.238, 0.220, 0.221, 0.235], "max_force_ha_per_bohr": 0.0340, "relative_energy_kj_mol": 0.00, "total_charge": 2, "energy_ev": -25804.9468}

Q: What is the formula in the first record?
A: C16H19NO2

Q: Which formula does entry 1 have?
A: C16H19NO2